{"formula": "C50H57ClMoN5O2P", "method": "wB97M-V/def2-TZVPD", "e_lumo_ev": -8.02, "fmax_ev_per_a": 1.806, "charge": 2, "gap_ev": 5.053, "e_tot_ev": -87976.68076, "species": ["Mo", "C", "C", "C", "C", "C", "C", "C", "C", "C", "C", "C", "C", "N", "C", "O", "C", "C", "C", "C", "C", "N", "C", "O", "N", "C", "C", "C", "C", "C", "C", "C", "C", "C", "C", "C", "C", "H", "H", "H", "H", "H", "H", "H", "H", "H", "H", "H", "H", "H", "H", "H", "H", "H", "H", "H", "H", "H", "H", "H", "H", "H", "H", "H", "H", "H", "H", "H", "H", "H", "H", "H", "H", "H", "Cl", "C", "H", "H", "N", "H", "H", "H", "N", "P", "C", "C", "C", "C", "C", "C", "C", "C", "C", "C", "C", "C", "C", "C", "C", "C", "C", "C", "H", "H", "H", "H", "H", "H", "H", "H", "H", "H", "H", "H", "H", "H", "H"], "xyz": [[0.6838, -0.2050, -0.1098], [-2.1093, 3.3318, 1.4403], [-1.7039, 2.6940, 2.7698], [-2.8524, 2.7771, 3.7815], [-0.4458, 3.3417, 3.3052], [-0.4773, 4.6407, 3.7956], [0.6680, 5.2347, 4.3015], [1.8600, 4.5308, 4.3490], [1.9395, 3.2286, 3.8705], [3.2579, 2.4753, 3.9369], [3.8321, 2.4796, 5.3574], [4.2637, 3.0526, 2.9353], [0.7777, 2.6738, 3.3247], [0.8904, 1.3412, 2.7539], [0.6558, 0.2926, 3.5815], [0.1462, 0.4076, 4.6739], [1.1129, -1.0637, 3.1344], [1.3539, -1.9600, 4.1635], [1.7891, -3.2412, 3.8838], [2.0228, -3.5702, 2.5613], [1.7597, -2.6223, 1.6018], [1.2828, -1.3953, 1.8468], [2.0997, -2.8716, 0.1907], [2.6981, -3.8354, -0.1866], [1.6745, -1.8228, -0.6285], [2.1010, -1.9109, -2.0153], [3.2308, -1.1308, -2.3774], [3.6540, -1.1697, -3.6936], [3.0123, -1.9779, -4.6156], [1.9914, -2.8238, -4.2159], [1.5209, -2.8465, -2.9068], [0.5338, -3.9506, -2.4998], [-0.5901, -3.5208, -1.5520], [-0.1111, -4.6530, -3.7007], [4.1409, -0.4584, -1.3502], [4.7728, 0.8555, -1.8105], [5.2531, -1.4621, -0.9905], [-3.1038, 2.9876, 1.1559], [-2.1388, 4.4215, 1.5248], [-1.4092, 3.0733, 0.6402], [-1.4991, 1.6380, 2.5904], [-3.1729, 3.8108, 3.9345], [-3.7164, 2.2093, 3.4245], [-2.5460, 2.3695, 4.7472], [-1.4070, 5.1995, 3.7857], [0.6294, 6.2530, 4.6700], [2.7432, 5.0021, 4.7670], [3.0798, 1.4319, 3.6691], [4.1750, 3.4763, 5.6455], [3.0808, 2.1571, 6.0815], [4.6861, 1.8019, 5.4215], [4.4592, 4.1064, 3.1492], [5.2130, 2.5136, 2.9923], [3.8912, 2.9873, 1.9070], [1.1793, -1.6161, 5.1732], [1.9533, -3.9608, 4.6768], [2.4113, -4.5300, 2.2467], [4.5153, -0.5879, -4.0001], [3.3465, -1.9920, -5.6465], [1.5683, -3.4929, -4.9497], [1.1463, -4.6952, -1.9851], [-1.0366, -2.5934, -1.8986], [-1.3756, -4.2782, -1.5538], [-0.2801, -3.3957, -0.5173], [-0.7003, -3.9542, -4.3038], [0.6208, -5.1421, -4.3421], [-0.7791, -5.4347, -3.3381], [3.5823, -0.2590, -0.4400], [5.4077, 0.7045, -2.6857], [4.0348, 1.6172, -2.0589], [5.4110, 1.2471, -1.0162], [5.8894, -1.6323, -1.8624], [5.8783, -1.0729, -0.1830], [4.8467, -2.4273, -0.6845], [1.3105, 1.3716, -1.5008], [1.3637, 1.2271, 1.4202], [1.3751, 2.2239, 1.0066], [2.3965, 0.8349, 1.3657], [-1.6549, -1.0007, 2.2373], [-2.4589, -0.4811, 1.8983], [-1.6228, -0.8252, 3.2406], [-1.8643, -1.9883, 2.1360], [-1.0101, -0.2452, -0.6150], [-2.3596, -0.1702, -1.5870], [-3.2682, -1.7152, -1.5822], [-3.8531, -2.1475, -2.7704], [-4.6557, -3.2809, -2.7629], [-4.8792, -3.9704, -1.5792], [-4.2984, -3.5354, -0.3928], [-3.4912, -2.4112, -0.3933], [-1.8730, 0.1807, -3.2792], [-0.7025, -0.3839, -3.7865], [-0.3493, -0.1792, -5.1108], [-1.1700, 0.5758, -5.9379], [-2.3495, 1.1182, -5.4434], [-2.7071, 0.9253, -4.1191], [-3.4914, 1.1201, -1.0799], [-4.6894, 0.8123, -0.4300], [-5.6099, 1.8188, -0.1780], [-5.3495, 3.1208, -0.5867], [-4.1572, 3.4305, -1.2312], [-3.2245, 2.4376, -1.4708], [-3.6792, -1.6134, -3.6963], [-5.1074, -3.6231, -3.6857], [-5.5080, -4.8530, -1.5793], [-4.4857, -4.0685, 0.5314], [-3.0283, -2.0761, 0.5222], [-0.0715, -0.9979, -3.1602], [0.5663, -0.6151, -5.4890], [-0.8969, 0.7356, -6.9736], [-2.9985, 1.6930, -6.0926], [-3.6350, 1.3422, -3.7539], [-4.9172, -0.2041, -0.1379], [-6.5408, 1.5808, 0.3208], [-6.0809, 3.8988, -0.4037], [-3.9535, 4.4474, -1.5458], [-2.2931, 2.6819, -1.9675]], "forces_ev_per_angstrom": [[-0.77, -0.62, -0.34], [-0.02, -0.05, 0.11], [-0.10, 0.22, 0.05], [0.09, -0.03, 0.05], [0.07, -0.20, -0.03], [0.02, 0.09, 0.03], [-0.01, 0.04, 0.00], [0.03, 0.07, 0.04], [0.02, -0.05, -0.14], [0.01, 0.18, 0.06], [-0.05, -0.01, 0.01], [0.02, -0.05, -0.03], [0.08, 0.07, -0.06], [-0.27, -0.02, -0.11], [-0.13, 0.06, -0.16], [-0.03, 0.04, 0.09], [-0.09, 0.06, -0.05], [0.03, -0.10, 0.14], [-0.01, -0.07, 0.08], [0.04, -0.17, 0.05], [0.00, 0.12, -0.03], [-0.18, 0.11, -0.15], [-0.11, 0.29, -0.04], [0.10, -0.24, -0.20], [0.22, 0.10, -0.24], [0.02, -0.06, -0.08], [-0.06, -0.15, 0.33], [-0.02, 0.06, -0.16], [0.03, 0.01, -0.03], [-0.03, 0.03, -0.11], [-0.04, 0.02, 0.18], [-0.04, 0.08, -0.01], [0.10, -0.11, -0.11], [0.08, 0.00, 0.01], [0.09, -0.11, -0.27], [-0.02, -0.03, -0.03], [-0.05, -0.02, 0.02], [0.04, -0.01, -0.02], [-0.02, -0.07, -0.02], [0.01, 0.05, 0.01], [0.06, -0.08, -0.02], [0.00, -0.09, -0.01], [0.04, 0.05, 0.00], [-0.04, 0.03, -0.04], [0.06, -0.06, 0.01], [0.00, -0.07, 0.00], [-0.08, -0.04, -0.03], [-0.02, -0.06, -0.01], [-0.02, -0.08, -0.02], [0.06, 0.01, -0.02], [-0.02, 0.07, -0.01], [0.00, -0.07, -0.02], [-0.05, 0.05, -0.01], [0.03, 0.03, 0.06], [0.00, -0.01, -0.01], [0.03, 0.07, -0.04], [-0.01, 0.03, 0.01], [-0.08, -0.07, 0.02], [-0.01, 0.00, 0.04], [0.02, 0.02, 0.03], [0.05, -0.02, 0.04], [0.01, -0.04, 0.01], [0.00, 0.05, 0.00], [0.01, 0.05, 0.06], [0.03, -0.05, 0.02], [-0.05, 0.02, 0.00], [0.00, 0.04, -0.01], [-0.17, 0.08, 0.24], [-0.01, 0.04, 0.10], [-0.02, -0.01, -0.03], [-0.02, -0.01, -0.03], [-0.02, 0.00, 0.06], [-0.05, 0.00, -0.07], [0.02, 0.02, -0.01], [0.24, 0.37, -0.29], [-0.14, -0.06, 0.58], [-0.18, 0.14, -0.19], [0.07, -0.15, -0.16], [-0.03, 0.14, 0.28], [-0.03, -0.01, 0.00], [-0.06, 0.00, -0.02], [0.00, -0.03, 0.04], [1.60, -0.03, 0.85], [-0.70, 0.07, -0.55], [-0.01, 0.06, 0.22], [0.02, -0.04, 0.00], [0.02, 0.00, -0.01], [-0.01, -0.03, -0.03], [-0.01, 0.01, 0.04], [-0.03, 0.00, -0.10], [0.24, 0.01, 0.10], [-0.08, 0.05, -0.02], [0.00, -0.03, 0.02], [-0.01, 0.01, 0.01], [-0.03, 0.00, -0.06], [-0.01, -0.02, 0.04], [0.13, 0.08, 0.00], [0.08, 0.04, 0.02], [0.00, 0.04, 0.03], [-0.03, -0.02, 0.00], [0.01, 0.05, -0.05], [0.02, -0.05, 0.08], [-0.03, -0.04, 0.02], [0.02, 0.02, 0.05], [0.03, 0.06, 0.00], [0.04, 0.00, -0.05], [-0.04, -0.01, 0.00], [0.07, 0.04, -0.01], [-0.03, 0.01, 0.00], [0.00, 0.00, 0.04], [0.04, -0.03, 0.04], [0.00, 0.01, 0.01], [-0.01, -0.02, -0.04], [0.04, 0.01, -0.02], [0.04, -0.04, -0.01], [-0.02, -0.07, 0.03], [-0.02, 0.01, -0.01]], "mulliken_charge": [-2.3498, -0.8297, 2.8828, -1.8689, 0.3504, -0.6960, -1.5241, -0.7768, 0.7935, 1.0896, -1.6292, -1.4273, -0.6254, 1.6302, 0.0784, -0.5661, 0.8826, -1.4635, -0.9251, -0.9132, -0.4386, 1.3941, -0.2278, -0.5521, 2.6423, 0.3708, 0.8268, -0.7432, -1.6962, -0.6357, 0.5535, 0.6810, -0.8904, -2.0657, 1.7459, -1.6571, -1.6009, 0.1049, 0.3364, 0.1585, -1.5756, 0.3533, 0.4416, 0.4573, 0.4425, 0.3973, 0.4292, -0.2379, 0.3403, 0.3941, 0.4367, 0.3478, 0.4197, 0.3061, 0.6296, 0.5137, 0.6157, 0.3563, 0.4447, 0.3859, 0.4593, -0.3649, 0.6745, 0.1501, 0.3067, 0.5311, 0.4777, -0.8393, 0.4306, 0.2827, 0.4370, 0.3893, 0.4455, 0.3597, -0.2636, -1.0459, 1.4586, 0.7928, -0.4450, 0.0418, 0.3163, 0.2521, 1.1015, 1.3623, 0.7961, -0.7049, -0.7813, -0.7888, -0.7207, -0.1235, -0.4586, 0.6877, -0.7246, -0.8504, -0.8951, -0.4255, 1.2212, -0.4883, -0.8049, -0.6700, -0.9101, -0.5737, 0.4650, 0.4807, 0.4372, 0.4716, -0.0670, -0.4861, 0.4555, 0.4589, 0.4684, 0.5629, 0.4300, 0.4756, 0.4251, 0.4923, 0.5173]}